1.
Molecular formula: C3H3AgFO
Method: DFT, wB97M-V/def2-TZVPD

**Kohn-Sham gap (alpha / beta)**: 4.874 / 7.639 eV
**HOMO level (alpha / beta)**: -1.53 / -4.15 eV
**<S²>**: 2.03
**Multiplicity**: 3
**Net charge**: -1
**E_LUMO (alpha / beta)**: 3.3 / 3.5 eV
**Maximum force**: 4.092 eV Å⁻¹

```
9
C3H3AgFO, DFT wB97M-V/def2-TZVPD
F -0.06193 1.70172 -1.31610
O -0.16796 -0.49227 1.44030
C -0.03380 0.02698 -0.47336
C -0.94796 -0.89706 0.27541
C 0.57307 0.45245 0.66870
H -1.21079 -1.97337 0.27100
H -2.03657 -0.90463 0.05987
Ag 2.19374 1.93244 0.27259
H 1.69219 0.15376 -1.19840
```

2.
Molecular formula: C3H3AgFO2
Method: DFT, wB97M-V/def2-TZVPD

**Kohn-Sham gap (alpha / beta)**: 6.239 / 7.860 eV
**HOMO level (alpha / beta)**: -12.15 / -16.22 eV
**<S²>**: 2.01
**Multiplicity**: 3
**Net charge**: +1
**E_LUMO (alpha / beta)**: -5.9 / -8.4 eV
**ΔE to the lowest compared entry with this formula, charge and spin**: 26.5 kJ/mol
**Maximum force**: 2.651 eV Å⁻¹

```
10
C3H3AgFO2, DFT wB97M-V/def2-TZVPD
H -0.44321 -1.96122 -0.78651
F -1.86725 1.10822 -0.70900
O -0.52301 0.11374 0.81353
O 0.72250 -0.31937 -0.88806
C -1.47609 -0.09987 -0.24466
C -0.58700 -0.86892 -1.21145
C 0.61499 -0.41884 0.41271
H -2.34138 -0.63816 0.15228
H -0.78312 -0.69590 -2.27116
Ag 2.80665 0.35462 1.13980
```

Number 2 is which compound?
C3H3AgFO2

net charge of number 2 (C3H3AgFO2)?
+1

Which formula does entry 1 have?
C3H3AgFO